57
Properties=species:S:1:pos:R:3 method="wB97M-V/def2-TZVPD" lumo_ev=4.2 orbital_gap_ev=7.237 relative_energy_ev=0.000 charge=-2
H 4.08122 -2.07940 2.07027
C 3.54047 -1.14252 2.05922
P -4.12902 0.88122 -0.10353
H -5.27506 -1.18823 0.18800
H -2.73632 1.59343 1.66940
C 3.10516 -0.61360 0.85543
H 3.31522 -1.12852 -0.07631
C -5.42075 1.74319 -1.03987
N -0.93918 2.67451 -1.65154
O -3.08478 0.30649 -0.99383
H -5.84053 1.04945 -1.76973
H -4.33824 2.39578 1.75440
O -1.38246 -0.09607 1.63904
H -1.54828 5.72960 -0.44954
H -5.91894 0.05790 1.29404
C -1.77704 2.68149 -2.68454
N -0.38322 -2.47524 0.72262
C -0.01745 -3.62515 0.16722
N 2.38478 0.50370 0.76660
H 1.85672 -4.05754 -2.50610
H -4.36060 -0.73222 1.64889
H -1.81089 1.77026 -3.27201
C 1.23406 2.41949 1.81308
H -3.11927 2.93510 0.56666
Tl -0.17900 0.10774 -0.53132
C -5.01350 -0.36362 0.85203
C 2.06485 1.14188 1.89157
C -1.95926 -1.12252 2.06114
O 1.23476 3.13968 2.80295
H 2.17847 1.26686 4.01189
C -1.51518 -2.44721 1.42532
C 0.07544 3.77847 0.31824
H -3.24751 3.71142 -3.85877
C -3.53248 2.07412 1.09235
O 1.15942 -4.28567 -1.76172
C -2.32020 -3.57063 1.60261
C 2.47142 0.69515 3.14390
O 0.32599 4.89421 0.77933
H -4.96339 2.57597 -1.57263
H -3.14732 5.74959 -2.39687
O -2.88201 -1.18819 2.89932
Br 2.94321 -3.62813 -3.92970
C -1.65781 4.88706 -1.11627
H 3.51765 -0.86036 4.19002
H -6.21417 2.11502 -0.39010
C 1.29318 -3.69646 -0.59850
N 0.53912 2.56528 0.64817
H -3.21366 -3.47030 2.19896
H -0.41609 -5.69383 -0.20937
C 3.21447 -0.46873 3.22592
H -2.53993 -5.65690 1.13144
C -2.58376 3.76035 -3.00470
C -2.52253 4.88726 -2.19232
C -0.76342 -4.79445 0.28012
C -1.93617 -4.76304 1.01688
C -0.87580 3.75434 -0.87828
O 2.32592 -3.32738 -0.08013